Record 1
The following is a DFT calculation (the ωB97M-V functional and the def2-TZVPD basis) of a molecular structure, C23H13Cl2N4O5RhSSe2Te2 at a distorted geometry.

Geometry as XYZ:
```
53
Properties=species:S:1:pos:R:3:forces:R:3
Rh -2.3931 -0.5126 0.0619 -1.52 1.77 0.39
Se -4.0752 0.8719 -1.3992 0.92 -0.48 0.93
Te -5.3442 2.4544 0.0054 -0.08 0.17 -0.05
Te -5.6979 0.8251 2.1925 0.12 0.07 -0.02
Se -4.3924 -1.1438 1.3472 -0.29 -0.68 -0.17
Cl 0.5033 -7.0442 3.0608 -0.04 0.02 0.00
C -0.4656 -5.8027 2.2899 0.02 -0.13 0.09
C -1.8122 -5.6589 2.6658 -0.01 0.03 -0.06
C -2.5975 -4.7204 2.0604 0.10 -0.09 0.10
Cl -4.2551 -4.5883 2.5458 -0.05 0.02 -0.09
C -2.1034 -3.8428 1.0206 0.00 0.09 -0.25
O -2.8304 -3.0303 0.3987 0.12 -0.32 0.21
C -0.7048 -3.9963 0.7287 -0.05 -0.03 0.11
C -0.0523 -3.0999 -0.1871 0.22 -0.12 -0.02
O -0.5248 -2.1088 -0.7251 0.07 -0.06 -0.05
C 0.0774 -4.9881 1.3444 0.13 0.06 -0.08
H -2.2378 -6.2967 3.4296 0.04 0.00 -0.01
H 1.0095 -3.3518 -0.3933 -0.01 -0.01 0.04
H 1.1204 -5.0912 1.0618 -0.03 0.02 0.04
N -0.1064 2.4069 6.3916 -0.03 -0.05 -0.07
C -0.4763 1.9609 5.3963 -0.03 -0.04 -0.10
C -0.9446 1.4083 4.1501 0.01 0.09 0.05
C -0.5532 0.1271 3.7585 0.00 -0.05 0.06
C -1.0254 -0.4047 2.5704 0.09 -0.08 -0.01
C -1.8657 0.3413 1.7493 -0.28 0.14 -0.51
C -2.2404 1.6209 2.1308 0.15 0.17 0.08
C -1.7926 2.1535 3.3293 0.04 -0.04 0.01
H 0.1104 -0.4482 4.3924 -0.03 0.00 -0.01
H -0.7323 -1.4113 2.2858 -0.01 -0.02 0.00
H -2.8779 2.2167 1.4886 -0.03 -0.02 0.02
H -2.1070 3.1429 3.6376 0.03 0.00 -0.01
O 5.8971 3.0306 -1.2717 -0.02 0.02 -0.04
S 6.0032 3.5727 -2.6105 -0.09 -0.02 0.04
O 5.9917 5.0249 -2.6873 0.02 -0.03 -0.01
O 6.9875 2.9206 -3.4565 -0.01 0.03 0.02
C 4.4233 3.1357 -3.4269 0.07 -0.01 -0.01
N 4.3787 3.3904 -4.7457 -0.12 -0.11 0.41
C 3.2474 3.0700 -5.3463 0.00 0.01 -0.03
C 2.1812 2.4843 -4.6822 -0.39 -0.01 -0.31
C 2.3223 2.2647 -3.3262 0.04 0.03 0.04
N 3.4391 2.6114 -2.6969 0.48 0.08 -0.04
C 1.2420 1.6586 -2.4994 0.05 0.02 0.02
C 1.2695 1.7476 -1.1184 0.06 0.18 0.23
C 0.2254 1.2224 -0.3724 0.05 0.15 0.22
N -0.8268 0.6097 -0.9118 0.56 -0.71 -0.81
C -0.8163 0.4678 -2.2414 0.03 0.13 -0.15
C 0.1714 0.9784 -3.0579 -0.17 -0.10 -0.16
H 3.1893 3.2955 -6.4081 -0.06 -0.05 0.01
H 1.2599 2.2510 -5.2000 0.09 0.01 -0.05
H 2.1075 2.2357 -0.6374 -0.05 -0.02 0.03
H 0.2286 1.3015 0.7064 0.02 -0.01 0.01
H -1.6395 -0.0832 -2.6734 -0.06 -0.02 -0.02
H 0.1051 0.8207 -4.1255 -0.06 -0.03 0.02
```
Forces are in eV/Å.

multiplicity	1
total energy	-224430.4574	eV
HOMO-LUMO gap (spin up / spin down)	5.5 / 5.5	eV
HOMO energy (spin up / spin down)	-0.099 / -0.099	hartree
charge	-2
E_LUMO (spin up / spin down)	2.82 / 2.82	eV
energy above the lowest of the compared OMol25 structures with the same formula, charge and spin	38.4	kcal/mol

Löwdin atomic charge list, values in e, 8 entries: atom 1 (Rh): 0.54, atom 2 (Se): -0.11, atom 3 (Te): 0.09, atom 4 (Te): 0.13, atom 5 (Se): 0.02, atom 6 (Cl): 0.59, atom 7 (C): -0.68, atom 8 (C): -0.15

=====

Record 2
The following is a DFT calculation (the ωB97M-V functional and the def2-TZVPD basis) of 9 unconnected molecules or ions with the total composition C27H63N9O9 at a distorted geometry.

Geometry as XYZ:
```
108
Properties=species:S:1:pos:R:3:forces:R:3
C 2.7287 -2.1151 -3.5627 0.38 -0.90 -1.99
C 2.2310 -2.6627 -4.9268 -2.37 -3.00 1.42
O 1.7846 -3.8211 -5.0501 1.18 1.46 0.17
N 2.1206 -1.7816 -5.9052 0.89 2.21 -0.56
C 1.4777 -1.8996 -7.2061 0.95 -0.58 0.65
H 2.9073 -3.0082 -2.9637 -0.20 0.40 0.29
H 2.0156 -1.3928 -3.1655 0.13 -0.21 0.16
H 3.6816 -1.6707 -3.8500 0.22 0.43 0.67
H 2.4722 -0.8675 -5.6582 -0.05 -0.05 -0.27
H 2.2244 -1.9435 -7.9989 0.10 0.28 -0.08
H 0.8719 -0.9987 -7.3044 -0.51 -0.56 -0.41
H 1.0245 -2.8908 -7.2147 -0.75 0.43 -0.02
C 4.5455 2.6645 2.0106 -1.73 0.21 0.37
C 5.7348 3.4696 1.7686 -0.30 0.84 -0.29
O 5.6070 4.5358 1.1632 1.30 -0.63 0.41
N 6.8457 2.9717 2.3420 -1.09 -0.49 0.07
C 8.0908 3.5566 2.4341 2.67 0.78 -1.29
H 4.1187 2.3482 1.0589 0.19 -0.72 0.23
H 3.8375 3.4266 2.3362 -0.27 -0.08 0.23
H 4.6455 1.9557 2.8326 -0.11 -0.46 -0.60
H 6.9380 2.0539 2.7534 -1.57 0.07 -0.34
H 8.6804 2.6401 2.4553 1.24 0.72 1.02
H 8.2125 4.3329 3.1896 0.14 -0.49 0.53
H 8.4749 4.0250 1.5279 -0.54 0.19 -0.41
C -1.9759 1.3895 1.0854 1.04 1.06 -0.61
C -0.8644 0.3400 1.0668 -2.41 0.25 0.84
O -1.2683 -0.7023 1.5884 1.94 -1.03 -0.24
N 0.3318 0.7191 0.5853 -0.44 0.37 -0.16
C 1.4935 -0.1326 0.3890 -0.74 -0.92 0.70
H -2.9588 0.9662 0.8785 0.28 -0.13 0.01
H -1.7473 2.2064 0.4009 -0.27 0.14 -0.21
H -1.9747 1.8463 2.0750 -0.12 -0.18 0.14
H 0.2010 1.5297 -0.0028 0.69 0.12 -0.22
H 2.4613 0.3559 0.2750 -0.40 0.44 -0.08
H 1.3072 -0.8390 -0.4200 0.20 0.02 -0.25
H 1.5472 -0.7234 1.3034 0.33 -0.23 -0.04
C -2.8803 -1.3059 -2.4408 -0.93 0.64 1.77
C -1.6814 -2.0269 -1.9207 -0.19 -0.20 -2.23
O -0.7434 -2.1945 -2.6707 1.43 -0.49 -0.15
N -1.8160 -2.5506 -0.7111 -0.17 -1.30 1.99
C -0.9153 -3.5751 -0.1282 -0.07 1.78 -0.13
H -3.1463 -1.4244 -3.4911 0.50 -0.05 0.22
H -2.7510 -0.2666 -2.1390 -0.17 0.38 -0.50
H -3.6703 -1.6637 -1.7804 -0.65 0.17 -0.51
H -2.3582 -2.0220 -0.0427 -0.17 -0.23 -0.08
H 0.0771 -3.1840 -0.3525 0.35 -0.82 0.05
H -1.1149 -4.5835 -0.4906 0.13 0.24 -0.28
H -1.0576 -3.5471 0.9521 0.01 -0.01 -0.10
C 1.4742 0.4250 4.4356 -0.91 -0.45 0.37
C 0.8555 -0.9581 4.8323 3.03 1.16 1.69
O 1.1110 -1.4515 5.9271 -0.44 0.48 0.35
N 0.2595 -1.6466 3.9112 -1.53 -1.31 -3.19
C -0.3540 -2.9261 4.1081 -1.04 -1.05 1.37
H 1.7457 0.5116 3.3835 0.13 -0.22 0.00
H 2.3145 0.6308 5.0987 0.03 -0.25 -0.20
H 0.7537 1.2220 4.6194 -0.20 -0.04 0.05
H 0.1929 -1.3259 2.9559 -0.25 0.46 0.18
H -0.9523 -2.9305 5.0192 0.11 0.32 0.28
H 0.2929 -3.7900 4.2605 0.62 0.26 -0.25
H -1.1011 -3.2220 3.3716 0.38 0.62 -0.57
C -0.0060 0.9135 -3.5785 0.59 -0.30 -1.18
C 1.0998 1.6420 -2.7672 -2.70 -0.93 -0.03
O 0.6732 2.2298 -1.7905 0.87 0.61 0.80
N 2.3608 1.5406 -3.1836 -0.08 -0.11 -0.57
C 3.5252 2.1560 -2.5630 -0.24 0.47 -0.27
H -0.7276 0.3963 -2.9461 0.08 0.69 0.18
H 0.2392 0.1336 -4.2994 1.03 -0.40 0.25
H -0.4564 1.5943 -4.3008 -0.49 0.61 0.65
H 2.3362 1.2478 -4.1499 0.91 -0.11 0.15
H 3.2135 2.8479 -1.7805 -0.21 -0.26 0.08
H 4.0229 2.7822 -3.3035 0.28 -0.23 0.02
H 4.1932 1.4041 -2.1429 0.03 0.07 -0.08
C -8.6425 -2.1250 3.0153 0.10 0.26 -0.70
C -7.4598 -1.2350 2.6925 0.28 -0.16 2.86
O -6.9609 -0.5607 3.6092 -0.15 -0.24 -1.68
N -7.0067 -1.3551 1.4472 -0.13 -0.44 -1.02
C -5.8892 -0.6364 0.8780 -1.13 0.03 -0.05
H -8.5286 -3.0592 2.4655 -0.22 -0.16 0.17
H -9.5047 -1.5962 2.6090 -0.37 -0.20 0.28
H -8.7204 -2.2937 4.0894 -0.03 0.13 -0.26
H -7.5344 -1.9240 0.8007 -0.02 0.02 0.34
H -5.1089 -1.3516 0.6179 0.45 0.35 0.39
H -5.6939 0.1187 1.6394 0.84 0.02 -0.38
H -6.2682 -0.1940 -0.0433 0.42 0.44 0.05
C -4.9508 3.7139 0.2069 -1.20 0.64 -0.38
C -6.2769 3.4165 -0.4129 -0.78 -4.45 -1.16
O -6.5424 2.2650 -0.8276 0.61 1.01 0.51
N -7.2028 4.3372 -0.5185 1.67 2.51 0.64
C -8.5385 4.2796 -0.9542 -1.38 0.49 0.52
H -4.8111 2.9409 0.9626 0.49 0.19 -0.18
H -5.0559 4.7097 0.6373 0.78 -0.01 0.24
H -4.2781 3.6915 -0.6505 0.54 -0.06 0.53
H -6.8854 5.2511 -0.2281 -0.25 -0.06 -0.03
H -8.7771 3.9012 -1.9482 0.56 0.05 -0.04
H -8.7823 5.3359 -0.8401 -0.94 -0.13 -0.59
H -9.1533 3.7450 -0.2301 -0.08 -0.23 -0.07
C 5.7081 -1.9291 -0.9730 0.15 -0.89 -0.06
C 5.4311 -1.6819 0.4995 -0.54 3.19 -1.85
O 5.2081 -0.4909 0.7385 -0.21 -0.59 1.33
N 5.5166 -2.6862 1.3558 -0.24 -0.15 0.22
C 5.2403 -2.5747 2.8023 0.08 -0.07 -0.32
H 5.3475 -2.8878 -1.3458 0.35 -0.30 0.08
H 6.7911 -1.8359 -1.0541 0.08 -0.26 -0.39
H 5.2579 -1.1871 -1.6324 -0.03 0.21 0.57
H 5.7942 -3.5029 0.8304 -0.15 -0.61 1.15
H 4.5310 -1.7853 3.0510 -0.19 0.05 -0.75
H 6.1251 -2.2768 3.3647 0.21 -0.51 -0.04
H 4.7891 -3.5028 3.1532 0.39 0.00 0.07
```
Forces are in eV/Å.

multiplicity	1
total energy	-60859.9803	eV
HOMO-LUMO gap	9.3	eV
HOMO energy	-0.332	hartree
charge	0
E_LUMO	0.27	eV
structure (SMILES)	CNC(C)=O.CNC(C)=O.CNC(C)=O.CNC(C)=O.CNC(C)=O.CNC(C)=O.CNC(C)=O.CNC(C)=O.CNC(C)=O
energy above the lowest of the compared OMol25 structures with the same formula, charge and spin	108.7	kcal/mol

Löwdin atomic charge list, values in e, 8 entries: atom 1 (C): 0.00, atom 2 (C): -0.54, atom 3 (O): 0.01, atom 4 (N): -0.02, atom 5 (C): -0.05, atom 6 (H): 0.08, atom 7 (H): 0.06, atom 8 (H): 0.07

=====

Record 3
The following is a DFT calculation (the ωB97M-V functional and the def2-TZVPD basis) of a molecular structure, C14H23F3NPPt at a distorted geometry.

Geometry as XYZ:
```
43
Properties=species:S:1:pos:R:3:forces:R:3
C 2.3890 -0.4767 -2.7977 0.00 -0.06 -0.06
C 2.8443 -0.6752 -1.4948 -0.04 0.06 0.00
C 1.9514 -0.6709 -0.4152 -0.12 -0.10 -0.86
C 0.5838 -0.5852 -0.6899 0.05 0.71 0.17
C 0.1223 -0.3807 -1.9970 0.52 -0.08 -0.30
C 1.0298 -0.3102 -3.0590 -0.05 -0.06 0.41
C 2.5207 -0.8117 0.9681 0.19 -0.25 0.52
C 1.6547 -0.3540 2.1396 0.04 -0.34 -0.10
N 1.1192 0.9834 2.0473 -0.02 0.63 -0.09
Pt -0.8570 -0.7094 0.8408 0.35 -0.38 0.41
C -1.3578 -0.2746 -2.2588 -0.81 0.19 0.17
P -2.2265 0.2325 -0.7065 -0.54 -0.53 -1.53
H 3.9113 -0.8362 -1.2871 -0.41 0.19 -0.22
H 0.6508 -0.1401 -4.0694 0.26 -0.05 0.23
H 3.0946 -0.4487 -3.6217 -0.01 -0.03 0.10
H -1.8028 -1.2439 -2.5486 0.26 0.24 0.07
H -1.6274 0.4636 -3.0325 0.29 -0.32 0.00
H 2.7351 -1.8802 1.1370 -0.02 0.25 0.07
H 3.4914 -0.2978 1.0318 -0.18 -0.11 -0.15
H 0.7566 -1.0364 2.2308 0.78 0.05 0.14
C -3.9057 -0.3869 -0.8782 -0.59 0.29 -0.31
C -2.2851 2.0476 -0.8795 -0.32 0.02 0.10
H 2.2205 -0.4521 3.0778 0.04 -0.13 -0.11
C 1.5782 1.9726 1.0767 -0.07 0.12 0.02
C 0.7232 1.5749 3.3094 -0.23 0.02 0.07
H -1.8395 -1.2670 2.0575 0.15 0.44 0.04
H 1.8912 2.8843 1.6110 0.10 -0.27 -0.20
H 2.3984 1.6145 0.4482 -0.22 0.07 0.19
H 0.7392 2.2567 0.4214 0.38 0.01 0.02
H 1.3439 2.4594 3.5055 -0.12 -0.09 0.17
H -0.3341 1.8826 3.2821 0.33 -0.07 0.18
H 0.8812 0.8500 4.1141 -0.24 0.17 -0.06
H -2.9859 2.3213 -1.6860 0.23 0.03 0.35
H -2.5904 2.4768 0.0865 -0.01 0.04 -0.39
H -1.2773 2.4150 -1.1235 -0.30 -0.15 0.04
H -4.3411 -0.0081 -1.8111 -0.18 -0.12 0.15
H -3.9066 -1.4820 -0.8869 0.14 0.25 0.05
H -4.4969 -0.0410 -0.0210 0.06 -0.10 -0.23
H -0.7233 0.9553 0.4983 0.69 -0.78 0.83
F -0.1864 -3.2051 -0.6063 -0.61 0.22 0.76
C -0.9841 -2.7591 0.4206 -0.42 -0.24 -0.11
F -2.2668 -3.1354 0.0570 0.89 -0.03 0.28
F -0.6361 -3.5222 1.5092 -0.27 0.29 -0.84
```
Forces are in eV/Å.

multiplicity	3
total energy	-37064.9102	eV
HOMO-LUMO gap (spin up / spin down)	6.6 / 5.7	eV
HOMO energy (spin up / spin down)	-0.222 / -0.289	hartree
charge	0
E_LUMO (spin up / spin down)	0.52 / -2.22	eV
<S²>	2.01

Löwdin atomic charge list, values in e, 8 entries: atom 1 (C): -0.08, atom 2 (C): -0.05, atom 3 (C): -0.28, atom 4 (C): -0.24, atom 5 (C): -0.31, atom 6 (C): -0.05, atom 7 (C): -0.15, atom 8 (C): -0.25

=====

Record 4
The following is a DFT calculation (the ωB97M-V functional and the def2-TZVPD basis) of 2 unconnected molecules or ions with the total composition C9H14S at a distorted geometry.

Geometry as XYZ:
```
24
Properties=species:S:1:pos:R:3:forces:R:3
C 2.6274 -1.3143 -0.4977 -0.83 -0.89 1.24
C 2.0912 -2.7684 -0.2802 1.15 1.07 -1.10
S 4.0410 -1.2236 -1.5862 0.37 0.29 -0.29
H 1.7287 -0.7178 -0.6640 0.57 0.58 -0.62
H 3.1089 -0.9313 0.4080 -0.45 -0.07 0.18
H 2.8483 -3.3119 0.2801 -0.37 -0.39 0.06
H 3.4851 -1.1603 -2.7926 -0.33 -0.10 -0.18
H 2.0066 -3.1652 -1.2926 0.02 -0.44 0.13
H 1.0981 -2.7806 0.1371 -0.17 -0.01 0.59
C -0.7432 -0.1161 1.9939 0.80 -0.62 0.15
C -1.0892 2.1765 1.0123 -1.22 -1.92 -1.86
C -1.3037 0.7800 0.9138 0.40 -0.54 1.41
C -1.4610 2.8876 -0.1301 1.71 1.71 0.75
C -2.0589 0.1738 -0.0936 0.64 1.50 0.17
C -2.1313 2.3468 -1.2044 -1.92 -1.42 1.13
C -2.6069 1.0422 -1.0249 -0.12 -0.05 -1.20
H -0.7022 2.6202 1.9128 0.37 0.15 -0.10
H -1.0704 3.9039 -0.1378 -0.54 0.17 -0.28
H -0.9676 -1.1813 1.8727 -0.49 0.23 -0.17
H -1.0405 0.1599 3.0036 -0.16 0.18 0.01
H -2.0993 -0.9025 -0.1576 -0.56 -0.05 0.19
H -2.6709 2.8367 -2.0031 0.73 0.81 0.02
H -3.4444 0.7840 -1.6701 0.45 -0.61 -0.18
H 0.3543 -0.1383 2.0006 -0.04 0.44 -0.06
```
Forces are in eV/Å.

multiplicity	1
total energy	-20394.2203	eV
HOMO-LUMO gap	9.8	eV
HOMO energy	-0.331	hartree
charge	0
E_LUMO	0.82	eV
structure (SMILES)	Cc1ccccc1.CCS
energy above the lowest of the compared OMol25 structures with the same formula, charge and spin	24.6	kcal/mol

Löwdin atomic charge list, values in e, 8 entries: atom 1 (C): -0.66, atom 2 (C): -0.16, atom 3 (S): 0.70, atom 4 (H): 0.07, atom 5 (H): 0.04, atom 6 (H): 0.06, atom 7 (H): -0.16, atom 8 (H): 0.06